Entry from the OMol25 dataset: 3 unconnected molecules or ions with the total composition C3H12O3 in a non-equilibrium geometry (ωB97M-V/def2-TZVPD).

Calculated values
LUMO energy (alpha / beta) ... -0.1372 / -0.3711 hartree
Molar mass ... 96.13 g/mol
Multiplicity ... 2
HOMO level (alpha / beta) ... -13.4 / -13.4 eV
Net charge ... +1
Electronic energy ... -9436.590 eV
Energy relative to the best compared isomer or geometry (same formula, charge and spin) ... 33.9 kcal/mol

Geometry as XYZ:
```
18
Properties=species:S:1:pos:R:3:forces:R:3
C 2.78582 0.88714 -1.22010 1.553 -0.744 0.325
C 1.55395 0.02634 -1.08500 3.385 -0.121 -2.312
C 1.22050 -0.59997 0.21090 -0.339 -1.500 1.220
O 1.54563 -0.87919 -2.20549 -1.809 0.801 1.431
H 3.12691 1.17718 -2.27939 -0.506 -1.247 1.465
H 3.59226 0.30358 -0.54662 -1.320 1.919 -1.640
H 2.49694 1.86071 -0.84522 0.447 0.214 0.898
H 0.72158 0.66598 -1.28640 -1.844 1.027 -0.645
H 0.66452 -0.10299 0.99636 0.075 0.911 -0.308
H 2.06026 -1.11805 0.66070 0.812 0.439 -0.051
H 0.64396 -1.44102 -0.04120 -1.404 -1.309 -0.147
H 0.62760 -1.27654 -2.21385 0.886 -0.331 -0.150
H -6.89500 -0.48592 -0.04413 0.326 0.327 3.164
H -7.30449 -1.53215 -1.03875 -1.406 -4.396 -0.206
O -7.03869 -0.69224 -0.91570 1.088 4.066 -2.953
H 0.40584 0.41669 4.14770 0.506 -0.919 0.504
H -0.08480 1.82578 4.11858 -0.330 -1.577 -1.331
O -0.12280 0.96466 3.58760 -0.122 2.440 0.736
```
Positions in Å, forces in eV/Å.

Here are the natural (NBO) charges for atoms 1 to 6, given in e: number 1, C, carries -0.6500; number 2, C, carries 0.0509; number 3, C, carries -0.6428; number 4, O, carries -0.2423; number 5, H, carries 0.2767; number 6, H, carries 0.2693



Entry from the OMol25 dataset: 4 unconnected molecules or ions with the total composition C3H12O4 in a non-equilibrium geometry (ωB97M-V/def2-TZVPD).

Calculated values
LUMO energy ... 0.0109 hartree
Molar mass ... 112.12 g/mol
HOMO level ... -10.1 eV
Net charge ... 0
SMILES ... CCC=O.O.O.O
Electronic energy ... -11494.618 eV
Energy relative to the best compared isomer or geometry (same formula, charge and spin) ... 26.4 kcal/mol

Geometry as XYZ:
```
19
Properties=species:S:1:pos:R:3:forces:R:3
C 1.56590 1.24494 2.69053 -1.064 -0.676 2.739
C 2.46457 0.65507 1.61110 -1.184 -0.034 0.057
C 1.79604 1.12031 0.31547 2.008 -0.818 0.691
O 2.40643 1.71070 -0.53480 -0.775 0.130 -0.379
H 0.48159 0.93726 2.72211 1.106 -0.601 -0.384
H 1.37667 2.31574 2.67177 0.930 0.356 -0.241
H 1.98239 0.96864 3.72226 -0.638 0.563 -1.345
H 3.47386 1.05071 1.75688 -0.130 -0.158 -0.503
H 2.46759 -0.46474 1.70067 -0.014 0.965 -0.223
H 0.73041 0.84370 0.28700 -0.284 0.232 -0.425
O -2.26071 0.82958 -1.62658 0.882 -0.202 -0.042
H -1.50874 1.42626 -1.73937 -0.361 0.404 0.000
H -1.77456 -0.00687 -1.63468 -0.445 -0.244 0.022
O -4.85387 -3.29631 1.19664 -0.004 -0.512 -0.210
H -3.95740 -3.07800 0.91077 -0.393 0.315 0.301
H -5.23912 -2.57489 1.69920 0.394 0.199 -0.095
O 0.48124 -1.45588 -3.13936 -0.033 -0.626 0.547
H -0.17601 -1.27745 -3.81492 0.238 0.476 -0.078
H 1.04072 -0.69607 -2.96226 -0.232 0.231 -0.432
```
Positions in Å, forces in eV/Å.

Here are the natural (NBO) charges for atoms 1 to 6, given in e: number 1, C, carries -0.6286; number 2, C, carries -0.5148; number 3, C, carries 0.4484; number 4, O, carries -0.5188; number 5, H, carries 0.2121; number 6, H, carries 0.2172



Entry from the OMol25 dataset: 2 unconnected molecules or ions with the total composition C3H13ClN2Si2 in a non-equilibrium geometry (ωB97M-V/def2-TZVPD).

Calculated values
LUMO energy (alpha / beta) ... 0.0039 / 0.0057 hartree
Molar mass ... 168.78 g/mol
HOMO level (alpha / beta) ... -9.1 / -6.7 eV
Net charge ... 0
Electronic energy ... -34577.075 eV
Energy relative to the best compared isomer or geometry (same formula, charge and spin) ... 12.5 kcal/mol

Geometry as XYZ:
```
21
Properties=species:S:1:pos:R:3:forces:R:3
C -1.91533 0.95878 1.36087 -2.907 -0.599 -0.233
C -1.42185 -0.66304 -2.14348 -4.333 -1.132 1.862
C -2.12172 -0.02699 0.18340 2.227 -1.596 0.034
N 2.97468 0.17968 -0.22340 1.905 0.561 -1.668
N -1.19648 0.08725 -0.95255 0.397 1.489 1.238
Si 3.25069 -1.31890 -1.20158 -0.893 2.679 1.709
Si 1.67552 0.58049 0.81208 -0.079 -0.800 -0.827
Cl 2.25558 2.45604 1.33623 0.031 0.943 0.858
H -2.66964 0.62822 2.21336 1.664 0.840 -1.638
H -0.91866 0.89615 1.68039 1.294 -0.007 0.748
H -2.12998 2.00559 1.04912 0.056 -0.730 0.271
H -2.38196 -1.39011 -1.92530 1.838 1.348 -0.922
H -1.77355 0.10211 -2.88275 0.837 -1.048 -0.079
H -0.62226 -1.36000 -2.33807 0.557 0.391 -0.716
H -1.85715 -1.09442 0.50791 -0.504 1.030 0.172
H -3.14621 -0.09105 -0.08076 -1.209 0.069 -0.706
H 3.58158 1.00572 -0.63756 -1.887 -2.193 1.276
H 4.62568 -1.57941 -1.03478 1.301 -0.856 0.085
H 2.30474 -2.32078 -0.74012 -0.156 -0.432 -0.074
H 3.04838 -0.71445 -2.46709 -0.288 -0.331 -1.596
H 1.59320 -0.54518 1.82205 0.146 0.374 0.205
```
Positions in Å, forces in eV/Å.

Here are the natural (NBO) charges for atoms 1 to 6, given in e: number 1, C, carries -0.5995; number 2, C, carries -0.4724; number 3, C, carries -0.2838; number 4, N, carries -1.5302; number 5, N, carries -0.2627; number 6, Si, carries 1.1068



Entry from the OMol25 dataset: 2 unconnected molecules or ions with the total composition C3H13N2 in a non-equilibrium geometry (ωB97M-V/def2-TZVPD).

Calculated values
LUMO energy ... -0.1136 hartree
Molar mass ... 77.15 g/mol
HOMO level ... -14.7 eV
Net charge ... +1
Electronic energy ... -6295.683 eV
Energy relative to the best compared isomer or geometry (same formula, charge and spin) ... 21.5 kcal/mol

Geometry as XYZ:
```
18
Properties=species:S:1:pos:R:3:forces:R:3
C -0.29487 -2.41643 0.71558 -1.717 0.848 -0.737
N -0.29917 -1.75056 -0.65185 0.674 -1.291 0.524
H -0.24803 -3.49877 0.64128 0.638 -0.030 0.092
H -1.29751 -2.22398 1.11033 0.237 0.066 0.344
H 0.43499 -1.93941 1.35500 0.240 -0.271 0.073
H -0.75079 0.02187 -0.83105 0.581 -0.443 -0.516
H 0.59814 -2.05760 -1.03158 0.050 0.576 -0.270
H -0.92704 -2.33090 -1.20612 -0.271 0.293 -0.067
C 0.83650 1.65038 1.00224 1.557 0.202 -1.138
C 0.57611 1.71113 -0.48803 -1.183 -0.022 -0.664
N -0.77835 1.07430 -0.84564 0.106 0.413 1.056
H -0.03178 1.94085 1.57874 0.015 -0.123 0.322
H 1.65135 2.37239 1.12596 -0.345 0.186 0.441
H 1.33349 0.72093 1.26540 -0.652 -0.328 0.374
H 1.29559 1.22753 -1.14286 0.235 -0.113 0.309
H 0.47974 2.73991 -0.83263 0.039 0.031 0.109
H -1.16070 1.49188 -1.69230 -0.043 -0.381 -0.061
H -1.41769 1.26649 -0.07248 -0.161 0.387 -0.190
```
Positions in Å, forces in eV/Å.

Here are the natural (NBO) charges for atoms 1 to 6, given in e: number 1, C, carries -0.4207; number 2, N, carries -0.8681; number 3, H, carries 0.2107; number 4, H, carries 0.1980; number 5, H, carries 0.2049; number 6, H, carries 0.4710



Entry from the OMol25 dataset: 4 unconnected molecules or ions with the total composition C3H13N2O in a non-equilibrium geometry (ωB97M-V/def2-TZVPD).

Calculated values
LUMO energy (alpha / beta) ... 0.0322 / -0.1044 hartree
Molar mass ... 93.15 g/mol
Multiplicity ... 2
HOMO level (alpha / beta) ... -8.1 / -7.3 eV
Net charge ... 0
Electronic energy ... -8344.125 eV
Energy relative to the best compared isomer or geometry (same formula, charge and spin) ... 55.6 kcal/mol

Geometry as XYZ:
```
19
Properties=species:S:1:pos:R:3:forces:R:3
N -2.48444 0.36507 -1.24317 -1.438 1.739 -0.280
C 1.23620 1.15896 0.18522 -0.443 0.008 -0.403
C 2.57413 1.88269 0.26633 -1.193 2.874 2.124
C 1.07444 0.03561 -0.56888 0.146 -0.475 -0.747
N 2.02178 -0.53678 -1.43259 0.393 0.606 0.158
H -3.05277 1.21721 -0.88701 1.237 -2.258 -0.488
H -3.10171 -0.19353 -1.83041 -0.084 0.351 -0.021
H -2.18212 -0.28352 -0.48355 -0.400 1.124 -0.055
H 0.28763 1.58171 0.65380 1.637 -0.570 -0.519
H 3.44057 1.31698 -0.01098 0.259 -0.421 -0.304
H 2.55128 2.89176 -0.29182 0.064 -1.589 0.414
H 2.75592 2.27469 1.36706 -0.313 -0.989 -1.951
H 0.09986 -0.55425 -0.54548 1.662 1.075 -0.059
H -3.57404 -3.03957 4.31705 -0.001 -0.310 -0.738
H 2.89625 -0.12317 -1.83129 -1.540 -0.325 1.036
H 1.89334 -1.51580 -1.62135 0.056 0.132 -0.170
H -1.62862 -2.02054 0.05559 0.639 1.402 0.408
H -3.57594 -3.33519 3.61184 0.001 0.310 0.738
O -1.23176 -1.12236 0.28964 -0.683 -2.684 0.857
```
Positions in Å, forces in eV/Å.

Here are the natural (NBO) charges for atoms 1 to 6, given in e: number 1, N, carries -1.0696; number 2, C, carries -0.2472; number 3, C, carries -0.6609; number 4, C, carries 0.0093; number 5, N, carries -0.8173; number 6, H, carries 0.3598



Entry from the OMol25 dataset: 2 unconnected molecules or ions with the total composition C3H13N2O in a non-equilibrium geometry (ωB97M-V/def2-TZVPD).

Calculated values
LUMO energy (alpha / beta) ... 0.0351 / 0.0243 hartree
Molar mass ... 93.15 g/mol
Multiplicity ... 2
HOMO level (alpha / beta) ... -3.0 / -9.3 eV
Net charge ... 0
Electronic energy ... -8345.105 eV
Energy relative to the best compared isomer or geometry (same formula, charge and spin) ... 33.0 kcal/mol

Geometry as XYZ:
```
19
Properties=species:S:1:pos:R:3:forces:R:3
C -0.96540 0.02144 1.28970 -0.630 -1.627 -0.779
C -0.48160 1.33289 0.76196 0.472 2.393 3.608
C -0.57459 1.71242 -0.64240 0.029 2.212 -2.921
N -0.13358 0.64586 -1.51236 1.534 -1.766 0.442
N -0.22832 -1.12909 0.54371 -6.255 -0.611 -0.527
H -2.10780 -0.16019 1.15159 2.056 0.205 0.161
H -0.67967 -0.11263 2.35469 -0.379 0.204 -0.685
H 0.65412 1.42608 1.08972 -2.262 0.053 -0.451
H -1.14630 2.13054 1.32897 1.692 -1.244 -0.645
H -1.58980 2.14070 -1.03739 1.297 -1.504 0.996
H 0.04039 2.65403 -0.82435 -0.326 -0.848 0.626
H 0.85794 0.22466 -1.48461 -1.927 1.470 0.548
H -0.29399 0.88401 -2.43915 -0.330 0.370 -2.017
H -0.52473 -1.99644 1.02736 0.716 -0.162 0.175
H -0.73600 -1.32855 -0.47803 1.327 0.701 1.745
H 0.73159 -1.04802 0.48715 2.941 0.080 -0.265
H 2.79170 -2.58609 0.13121 0.387 -0.315 0.465
H 2.19321 -2.68367 -1.29447 -0.141 0.959 1.452
O 2.19282 -2.12795 -0.45330 -0.200 -0.570 -1.927
```
Positions in Å, forces in eV/Å.

Here are the natural (NBO) charges for atoms 1 to 6, given in e: number 1, C, carries -0.3130; number 2, C, carries -0.4423; number 3, C, carries -0.2259; number 4, N, carries -0.8849; number 5, N, carries -1.0326; number 6, H, carries 0.2173